Record 1
Formula: FeITi
Source: the Open Molecules 2025 dataset
Level of theory: ωB97M-V/def2-TZVPD

Geometry as XYZ:
```
3
Properties=species:S:1:pos:R:3:forces:R:3
Fe -7.379 -4.057 -10.010 -1.129 0.857 2.025
Ti -6.278 -4.634 -14.810 0.090 0.012 -1.025
I -6.058 -5.100 -11.958 1.039 -0.869 -1.001
```
Forces are in eV/Å.

Properties
Expectation value of S² = 20.020
Net charge = +3
Energy = -2409.36068 a.u.
2S+1 = 9

Electronic structure analysis, natural (NBO) charges in units of e: atom 1 (Fe): 1.127, atom 2 (Ti): 1.701, atom 3 (I): 0.172



Record 2
Formula: C5H17N2O
Source: the Open Molecules 2025 dataset
Level of theory: ωB97M-V/def2-TZVPD

Geometry as XYZ:
```
25
Properties=species:S:1:pos:R:3:forces:R:3
C 0.284 1.697 -2.032 0.143 -0.313 0.802
C 1.366 1.617 -0.944 -1.010 1.197 -0.838
C 1.022 1.370 0.505 1.170 -2.103 -0.084
C 0.622 -0.083 0.809 0.631 -0.235 1.415
C -0.850 -0.421 0.687 -0.544 -0.017 -1.081
N -1.159 -1.068 -0.594 0.525 -1.094 0.022
N -0.375 0.440 -2.479 1.361 1.772 -0.049
H 0.663 2.262 -2.867 0.205 -0.098 -0.554
H -0.509 2.276 -1.621 -0.763 0.673 0.215
H 1.688 2.660 -0.956 0.762 -0.001 -0.196
H 2.135 0.946 -1.293 0.581 -0.068 0.173
H 1.995 1.490 1.021 -0.530 0.263 -0.011
H 0.303 2.000 0.989 -0.384 0.779 -0.163
H 0.900 -0.215 1.845 -0.231 -0.027 0.694
H 1.327 -0.793 0.377 -0.304 -0.120 -0.738
H -1.338 -1.005 1.450 0.507 -0.075 0.917
H -1.332 0.552 0.657 -0.518 0.084 0.125
H -2.110 -1.370 -0.715 -0.655 0.304 0.196
H -0.625 -1.927 -0.769 0.168 0.356 0.372
H 0.311 -0.197 -2.946 -0.287 0.098 -0.613
H -1.222 0.763 -3.016 -0.005 -0.724 -0.404
H -0.663 -0.073 -1.606 -0.823 -0.667 -0.186
H -0.202 -3.137 4.565 0.103 0.013 0.185
H -1.311 -4.178 4.799 0.089 0.058 0.047
O -0.920 -3.603 4.134 -0.190 -0.054 -0.247
```
Forces are in eV/Å.

Properties
Expectation value of S² = 0.751
Energy = -385.29956 a.u.
2S+1 = 2

Electronic structure analysis, natural (NBO) charges in units of e: atom 1 (C): -0.348, atom 2 (C): -0.422, atom 3 (C): -0.392, atom 4 (C): -0.434, atom 5 (C): -0.236, atom 6 (N): -0.876, atom 7 (N): -1.079, atom 8 (H): 0.208, atom 9 (H): 0.192, atom 10 (H): 0.210, atom 11 (H): 0.212, atom 12 (H): 0.211, atom 13 (H): 0.205, atom 14 (H): 0.215, atom 15 (H): 0.212, atom 16 (H): 0.201, atom 17 (H): 0.186, atom 18 (H): 0.379, atom 19 (H): 0.367, atom 20 (H): 0.291, atom 21 (H): 0.276, atom 22 (H): 0.422, atom 23 (H): 0.469, atom 24 (H): 0.472, atom 25 (O): -0.941



Record 3
Formula: C9H14B2N2O3P
Source: the Open Molecules 2025 dataset
Level of theory: ωB97M-V/def2-TZVPD

Geometry as XYZ:
```
31
Properties=species:S:1:pos:R:3:forces:R:3
C -0.933 -3.260 2.551 0.153 0.016 0.231
C -0.599 -2.468 1.708 -0.178 1.023 0.177
C -0.450 -1.228 0.946 -0.787 -1.171 -0.031
N 0.669 -0.504 1.163 -0.674 0.100 -0.481
C 0.917 0.680 0.547 -0.230 0.913 0.075
B 2.288 1.413 0.939 1.650 -0.166 0.416
C 3.559 0.504 1.305 -1.069 -0.115 -0.117
O 2.437 2.788 1.022 -1.018 -0.787 -1.035
C -0.018 1.208 -0.364 -0.586 -1.088 -0.017
B 0.165 2.620 -1.109 -0.046 1.202 0.096
N 0.888 2.828 -2.326 0.310 -0.626 1.529
O -0.427 3.738 -0.525 0.548 -1.230 0.117
C -1.212 0.457 -0.606 0.681 -0.391 0.662
C -1.455 -0.789 0.051 1.311 0.164 -0.558
P -3.079 -1.614 -0.342 -1.629 0.477 0.029
C -2.873 -2.315 -2.081 0.945 0.466 0.454
O -3.366 -2.940 0.618 0.906 0.408 -1.201
H -1.234 -3.915 3.363 0.245 0.224 -0.683
H 1.333 -0.888 1.836 -0.033 0.198 -0.208
H 3.404 0.202 2.372 0.363 0.191 -0.534
H 4.494 1.083 1.224 -0.358 -0.441 0.126
H 3.582 -0.434 0.709 0.268 0.508 0.355
H 2.898 3.142 0.246 0.184 0.253 0.510
H 1.546 2.088 -2.547 -0.165 0.237 -0.433
H 1.331 3.742 -2.325 -0.256 -0.069 -0.565
H -0.579 3.531 0.410 -0.312 0.435 -0.237
H -1.941 0.883 -1.314 0.200 -0.415 0.446
H -2.964 -3.417 -2.085 -0.107 0.541 -0.085
H -3.609 -1.821 -2.740 0.235 -0.502 0.426
H -1.860 -2.045 -2.439 -0.491 -0.267 0.001
H -3.055 -3.724 0.135 -0.061 -0.089 0.536
```
Forces are in eV/Å.

Properties
Net charge = +1
SMILES = C#Cc1[nH+]c(B(C)O)c(B(N)O)cc1P(C)O
Energy = -1077.48739 a.u.

Electronic structure analysis, natural (NBO) charges in units of e: atom 1 (C): -0.040, atom 2 (C): -0.145, atom 3 (C): 0.198, atom 4 (N): -0.407, atom 5 (C): -0.069, atom 6 (B): 1.018, atom 7 (C): -1.022, atom 8 (O): -0.905, atom 9 (C): -0.320, atom 10 (B): 0.994, atom 11 (N): -1.050, atom 12 (O): -0.849, atom 13 (C): -0.083, atom 14 (C): -0.337, atom 15 (P): 1.110, atom 16 (C): -0.948, atom 17 (O): -0.934, atom 18 (H): 0.269, atom 19 (H): 0.451, atom 20 (H): 0.256, atom 21 (H): 0.269, atom 22 (H): 0.239, atom 23 (H): 0.523, atom 24 (H): 0.389, atom 25 (H): 0.410, atom 26 (H): 0.494, atom 27 (H): 0.252, atom 28 (H): 0.246, atom 29 (H): 0.264, atom 30 (H): 0.239, atom 31 (H): 0.489



ΔE to the lowest compared entry with this formula, charge and spin for the records above, in order: 0.00 169.93 0.00 kJ/mol